126
Properties=species:S:1:pos:R:3:forces:R:3 method="wB97M-V/def2-TZVPD" de_lowest_kj_mol=1430.56 orbital_gap_ev=8.67 smiles=COCCNCCOC.COCCNCCOC.COCCNCCOC.COCCNCCOC.COCCNCCOC.CO multiplicity=1 total_charge=0
H 7.184056 -18.375704 52.597880 1.70 -1.94 0.53
H 13.217923 -19.570084 63.791047 -0.53 -0.50 0.34
C 10.429784 -22.926145 65.535543 -2.08 -3.04 -3.42
H 1.934794 -15.526132 66.016356 2.05 -0.68 0.62
H 2.600893 -16.751630 63.902224 0.94 -0.45 1.83
C 11.086580 -20.187985 62.419000 -3.72 4.69 2.74
H 8.327613 -18.642365 54.054279 -0.01 -0.77 -2.46
H 11.617404 -6.770060 56.426844 0.94 -1.59 -1.46
C 4.814345 -16.799512 64.049079 0.81 0.09 0.16
H 7.314077 -19.469970 56.076520 1.34 0.26 0.91
H 9.238107 -24.554126 62.208302 0.63 -0.91 -1.02
H 7.186457 -22.700791 60.721748 0.32 -0.40 -0.16
O 3.381035 -17.082245 66.003316 -0.31 -3.11 -1.89
O 11.466443 -15.898146 56.087475 1.18 -2.79 -0.16
C 3.375501 -17.293510 64.582579 2.60 1.20 -1.97
H 11.090634 -20.877704 63.217426 0.49 -0.25 2.01
O 12.017797 -8.839961 56.152476 -1.19 0.19 0.70
C 8.595695 -20.009635 57.531964 -9.11 0.45 3.20
H 3.465587 -21.250650 58.208180 -0.96 2.07 -0.71
C 12.035817 -13.618165 56.072485 -0.28 -0.05 0.59
C 6.446628 -17.239984 60.686499 -2.07 -2.82 -1.25
H 12.428026 -12.495015 54.582488 -1.00 2.05 1.04
H 10.828417 -10.074516 54.712731 2.18 0.53 1.60
H 10.494800 -18.385345 50.899412 -0.92 0.28 0.44
H 10.892148 -21.214202 56.429973 2.10 -1.50 -0.62
C 10.631740 -23.588415 59.728351 0.22 0.54 0.74
H 2.900268 -15.839471 67.552383 0.21 -0.34 -1.43
N 8.902542 -21.175141 61.991980 -1.66 3.66 2.57
H 7.053508 -16.352117 58.094254 0.89 -1.35 1.54
H 9.706957 -17.020730 55.891401 0.61 0.75 -1.51
H 6.563267 -15.916180 62.168343 0.34 2.22 0.24
H 12.097787 -7.519670 54.641082 -1.27 0.82 1.55
H 10.963804 -25.091848 61.509949 1.22 -4.61 -1.24
H 8.060691 -21.150559 53.806045 1.54 -0.78 1.25
H 8.639106 -17.184857 58.268729 -0.19 -0.11 0.72
H 4.684849 -17.950933 62.394694 -1.10 -2.33 -0.20
H 11.680504 -13.408920 57.083078 -0.55 -0.89 0.13
C 11.878407 -9.971456 55.318254 -0.80 1.57 -2.18
O 5.503110 -22.077210 61.689396 -3.80 -1.93 0.38
H 13.129170 -11.265910 56.452761 -0.52 0.96 0.82
H 7.143108 -22.918736 62.542909 0.30 -0.27 -0.20
H 13.109745 -14.052263 56.307318 -1.43 1.33 -1.04
C 11.569684 -22.192937 56.632153 -0.04 3.28 -4.79
H 5.979001 -20.555710 57.052852 -1.03 -0.72 0.85
H 10.904866 -17.866763 56.243220 1.49 -0.91 1.59
H 10.943208 -23.658648 66.060675 1.01 -1.98 0.77
H 10.223251 -21.702664 59.090738 -1.27 2.67 0.47
C 7.647244 -17.157638 58.745317 -2.08 -0.56 -2.90
C 7.339620 -20.445406 53.539478 1.11 -0.22 -4.80
C 4.644819 -23.257463 61.935243 4.53 -0.62 -5.42
H 7.105286 -18.168434 58.563408 1.00 1.71 0.08
N 6.384608 -20.172570 54.513794 -2.40 0.16 0.60
H 5.554845 -16.792349 60.212567 0.54 0.42 -0.41
H 12.054936 -22.158345 59.105338 -1.74 0.53 -0.58
H 4.813028 -23.726553 62.820166 0.06 -0.77 2.97
H 11.843821 -22.754473 55.591842 -1.67 0.74 2.41
H 4.969660 -15.748714 64.252925 -0.75 0.80 -0.37
H 11.569778 -20.652777 61.723993 2.57 -2.80 -4.88
H 6.555630 -22.148574 55.332739 3.83 -2.37 0.58
H 11.108591 -22.201530 65.367631 1.55 3.36 0.05
H 9.007281 -21.522480 62.987833 -0.07 -0.04 -1.45
C 10.806982 -17.053482 55.581043 -3.10 0.74 3.83
H 3.365744 -18.335460 64.184135 -0.49 0.22 1.52
C 11.510456 -7.635605 55.644253 2.46 1.65 -0.28
C 10.329303 -24.466799 61.958749 -1.03 3.21 4.37
C 3.966418 -22.156952 58.185476 -1.78 -2.64 -3.04
O 9.118852 -19.364225 52.038177 -3.36 -0.12 1.57
C 9.617026 -19.835276 62.106855 2.09 -2.08 0.35
O 7.994440 -19.123203 56.739314 -1.15 3.75 -3.80
H 10.463183 -7.520573 55.525226 -1.36 -1.01 -0.72
H 9.473719 -19.790366 57.850933 5.69 1.22 1.90
H 4.921191 -24.121872 61.116205 -0.04 1.74 1.69
O 10.804747 -22.818092 57.537343 0.07 -2.48 0.29
H 3.719036 -23.073361 61.567478 -3.10 1.13 0.03
N 10.690357 -23.373817 61.143420 -1.12 6.03 1.25
C 5.204593 -21.158997 56.510696 0.33 0.83 -0.80
C 6.851474 -22.316220 61.676877 0.15 2.64 1.20
H 8.308497 -20.845839 57.126904 0.51 -5.84 -1.85
H 10.363276 -17.938707 52.536855 2.17 0.65 2.59
H 6.954528 -17.347472 62.817484 1.09 -1.18 0.14
H 13.493721 -19.841908 62.182572 0.82 -0.28 -1.62
H 9.263141 -17.184803 51.606816 -0.62 -1.26 -0.56
H 12.603121 -21.855497 56.822252 -0.38 -0.12 1.26
H 3.662449 -15.117886 66.188627 2.28 2.49 -1.02
H 7.696770 -20.093788 58.469441 3.01 0.00 -0.89
H 6.765812 -20.208145 62.568801 1.29 -0.97 0.20
H 9.491299 -22.853234 66.004853 -0.87 1.30 0.76
C 10.952256 -22.376619 58.834705 2.93 -3.07 2.12
H 11.601174 -14.928043 54.280613 0.28 0.39 0.37
H 12.708068 -9.856745 54.471494 -1.52 -0.72 1.54
C 5.898278 -21.416320 55.197749 -5.16 2.06 -2.35
C 11.262769 -14.767770 55.328848 6.82 0.53 0.24
C 9.782683 -18.172480 51.737255 0.15 0.35 -1.97
H 6.167254 -18.361314 60.589309 0.91 1.05 -0.32
C 13.066556 -19.110416 62.806016 -0.31 0.93 2.92
H 5.635031 -19.652131 53.948521 0.80 -1.15 1.89
H 4.280487 -20.581608 56.369665 0.47 0.55 -0.08
H 13.616619 -18.196682 63.059328 -0.10 0.18 -1.38
H 11.312780 -24.368381 59.547037 0.94 -1.19 -0.84
C 10.959471 -24.247945 63.448390 -6.39 -1.88 -0.70
H 10.949768 -17.596404 54.709523 0.80 0.45 -2.70
O 11.691684 -18.875988 62.566334 0.78 -1.50 0.54
N 11.790826 -12.281300 55.409861 0.75 -4.99 -2.20
H 11.475678 -11.168071 57.094032 -1.32 0.27 1.42
O 4.763551 -22.406670 56.997212 -0.33 0.76 1.65
H 4.489346 -22.171223 59.024791 3.06 -0.17 3.64
C 12.040862 -11.140902 56.224690 4.11 -1.12 -2.76
H 7.324930 -20.389618 60.988831 -0.40 1.91 -3.71
H 5.124508 -22.001014 54.600169 0.68 0.92 0.03
C 3.013730 -15.858950 66.415003 -5.20 0.69 2.24
O 7.671792 -16.915009 60.098454 -0.12 0.46 1.31
H 3.182356 -22.926414 58.337383 0.50 0.09 -0.66
H 10.318626 -14.690460 55.300277 -7.32 1.81 -0.40
H 9.779268 -19.247605 61.217960 -1.25 0.11 -0.66
H 5.801218 -17.092942 64.560358 -1.61 -1.06 0.13
H 10.072422 -22.465426 61.400931 1.61 -2.64 -0.87
H 6.997780 -20.949077 52.584427 -0.62 0.20 0.79
H 9.661893 -23.929316 59.560124 -1.94 -0.75 -1.36
C 6.289569 -16.919345 62.098536 0.23 1.19 1.99
H 11.077590 -25.211343 63.944139 -0.09 -0.01 0.24
N 4.947001 -17.049247 62.624156 -0.08 1.68 -0.44
C 7.990937 -19.168047 53.019787 0.78 3.11 1.30
H 9.291082 -19.222747 62.951298 -0.38 0.04 -0.27
H 11.805224 -23.823109 63.240004 5.18 2.73 -0.57
C 7.391250 -20.843329 61.873356 1.83 -4.33 1.89
O 10.016683 -23.382207 64.149089 1.22 -0.41 1.11